Here is a 5-piece molecular cluster, C22H42BNO18S overall at a distorted geometry from OMol25. Energies are from ωB97M-V/def2-TZVPD.

Calculated values
* SMILES: CCSC[C@@]1(CB(O)O)OC(=O)O[C@H]1N(C)C(C)=O.COC(=O)OC.COC(=O)OC.COC(=O)OC.COC(=O)OC
* E_HOMO: -0.33059 hartree
* E_tot: -73353.980 eV
* LUMO level: 0.294 eV

Each line ends with the Löwdin charge.
CARTESIAN COORDINATES (ANGSTROEM)
S 0.319 -2.289 2.704  0.945
O -3.591 -3.192 -3.612  0.003
O -6.004 -6.350 -0.978  -0.004
O 4.061 1.854 -3.505  0.007
O 2.218 2.521 -2.606  0.001
O 3.133 0.595 -1.880  0.123
O 5.395 1.335 4.320  0.127
O -2.530 -1.368 -4.038  0.001
O 0.711 6.345 -1.751  0.000
O 0.658 0.898 1.999  0.056
O 3.360 -2.434 3.392  0.132
O 0.135 8.465 -2.265  0.128
O 0.846 1.967 3.945  0.080
O -2.751 -2.894 -5.684  0.129
O -6.018 -8.504 -0.998  0.005
O -7.049 -7.435 0.700  0.130
O 5.076 -1.412 2.109  0.152
O -0.824 2.564 2.504  0.156
O -0.928 7.252 -0.687  0.006
N 3.094 1.235 4.598  -0.017
C -1.784 8.370 -0.449  -0.039
C -6.369 -5.114 -0.360  -0.036
C -6.398 -9.747 -0.403  -0.038
C -2.939 -2.522 -4.558  -0.632
C 1.680 0.187 2.811  -0.383
C 2.782 -0.341 1.914  0.023
C -0.188 -1.487 0.057  -0.136
C 5.120 0.899 -3.596  -0.036
C 3.138 1.560 -2.594  -0.631
C -0.832 -1.663 1.441  -0.482
C 1.159 2.327 -1.662  -0.022
C -0.013 7.456 -1.631  -0.632
C -4.091 -4.465 -4.031  -0.030
C 0.895 -0.831 3.611  -0.360
C 0.128 1.868 2.776  -0.525
C 1.741 6.422 -2.739  -0.033
C -6.421 -7.431 -0.322  -0.631
C 4.332 1.930 4.274  -0.434
C -1.806 -0.538 -4.949  -0.038
C 4.269 3.393 3.907  0.016
C 2.643 1.730 5.920  -0.019
C 2.130 1.426 3.560  -0.263
B 3.750 -1.447 2.514  -0.632
H -7.481 -9.829 -0.345  0.098
H 5.216 -2.060 1.420  0.102
H 0.076 -0.454 -0.113  0.049
H -7.451 -5.016 -0.301  0.099
H -1.172 -0.698 1.787  0.063
H 2.670 -2.973 2.993  0.047
H 5.170 3.898 4.210  0.090
H 1.535 -1.237 4.383  0.089
H 2.046 0.979 6.412  0.092
H -6.009 -10.526 -1.051  0.093
H 5.792 1.262 -4.368  0.094
H -1.537 0.358 -4.397  0.089
H 2.248 5.461 -2.743  0.084
H 2.451 2.098 2.768  0.157
H -1.695 -2.307 1.395  0.062
H -2.471 8.066 0.334  0.093
H -1.209 9.230 -0.114  0.097
H 1.316 6.600 -3.724  0.100
H 3.379 3.887 4.273  0.085
H -2.345 8.623 -1.347  0.097
H 4.733 -0.077 -3.881  0.097
H 0.485 3.173 -1.763  0.094
H 3.522 1.876 6.533  0.099
H 3.420 0.498 1.659  0.121
H -4.598 -4.900 -3.175  0.079
H -5.972 -4.323 -0.990  0.085
H 1.548 2.307 -0.645  0.093
H -0.822 -1.874 -0.728  0.066
H 0.614 1.408 -1.872  0.090
H -0.902 -1.039 -5.290  0.098
H 5.656 0.827 -2.652  0.098
H 2.117 2.674 5.874  0.088
H 2.368 -0.668 0.969  0.111
H -5.931 -5.034 0.633  0.099
H -4.804 -4.348 -4.844  0.100
H 0.051 -0.379 4.110  0.098
H 0.742 -2.038 0.045  0.052
H 2.456 7.204 -2.492  0.098
H 4.219 3.451 2.825  0.090
H -2.428 -0.267 -5.799  0.098
H -3.277 -5.118 -4.336  0.100
H -5.962 -9.846 0.589  0.098

=====

Here is a 6-piece molecular cluster, C22H42BO28P2S3 overall at a distorted geometry from OMol25. Energies are from ωB97M-V/def2-TZVPD.

Calculated values
* net charge: -1
* E_HOMO: -0.30286 hartree
* E_tot: -132592.166 eV
* LUMO level: 1.674 eV

Each line ends with the Löwdin charge.
CARTESIAN COORDINATES (ANGSTROEM)
S -10.968 2.193 5.426  0.664
S -17.823 -3.045 2.939  0.795
S -18.507 8.297 3.105  0.711
P -7.329 9.482 1.932  0.535
P -8.933 -0.130 0.469  0.466
O -8.403 9.344 0.672  -0.185
O -16.564 -1.931 3.350  -0.235
O -10.856 6.162 -0.176  0.117
O -17.872 -4.187 3.847  -0.240
O -14.997 5.287 0.265  0.269
O -19.323 6.933 2.837  -0.215
O -12.789 4.841 -0.198  0.226
O -14.340 3.171 1.019  0.205
O -10.567 2.939 6.607  -0.247
O -17.665 8.208 1.662  -0.224
O -7.820 -0.921 1.341  -0.201
O -5.981 9.946 1.475  -0.259
O -17.915 -3.116 1.464  -0.271
O -17.198 4.991 0.305  0.082
O -8.661 -0.528 -1.080  -0.180
O -12.542 2.116 5.270  -0.179
O -10.662 3.117 4.099  -0.192
O -18.900 -1.832 3.318  -0.236
O -16.505 2.206 1.009  0.093
O -13.369 5.248 2.041  0.222
O -7.319 7.961 2.590  -0.187
O -8.113 10.421 2.966  -0.181
O -8.264 1.331 0.507  -0.202
O -19.360 9.475 3.187  -0.262
O -10.282 -0.335 1.021  -0.230
O -10.470 0.822 5.309  -0.258
O -17.569 8.053 4.221  -0.263
O -11.688 6.502 2.683  0.141
C -11.894 5.719 0.306  -0.304
C -9.841 10.174 -1.054  -0.078
C -7.640 -0.811 2.731  -0.260
C -8.311 6.076 3.704  -0.043
C -8.575 7.400 2.931  -0.281
C -18.486 7.613 0.624  -0.125
C -9.073 10.483 0.189  -0.315
C -11.644 2.665 3.108  -0.148
C -18.438 -0.521 3.015  -0.185
C -12.290 5.889 1.822  -0.419
C -16.933 -0.577 2.902  -0.160
C -8.534 11.922 4.700  -0.070
C -9.076 2.530 0.558  -0.224
C -8.858 3.379 -0.734  -0.028
C -16.023 4.549 0.420  -0.371
C -19.548 6.672 1.449  -0.131
C -7.484 11.009 4.061  -0.294
C -9.738 -0.609 -2.002  -0.284
C -12.908 2.400 3.892  -0.138
C -6.189 -0.604 3.249  -0.061
C -15.676 3.149 0.815  -0.288
C -9.361 0.181 -3.233  -0.064
B -13.825 4.565 0.784  -0.846
H -5.861 0.434 3.189  0.069
H -13.663 3.186 3.857  0.128
H -13.522 1.605 3.469  0.133
H -7.765 6.376 4.597  0.069
H -6.673 11.719 3.898  0.110
H -9.800 10.813 0.933  0.119
H -9.620 1.230 -3.095  0.064
H -19.412 5.629 1.162  0.108
H -8.332 -0.048 -3.511  0.084
H -8.321 11.218 -0.096  0.122
H -10.111 2.268 0.779  0.090
H -8.243 -0.018 3.175  0.111
H -9.495 3.012 -1.539  0.063
H -9.229 4.359 -0.434  0.052
H -8.038 -1.801 2.953  0.122
H -9.900 -0.120 -4.131  0.073
H -5.444 -1.313 2.890  0.070
H -20.577 6.973 1.254  0.115
H -16.319 -0.031 3.619  0.130
H -16.620 -0.325 1.889  0.111
H -9.180 8.176 3.400  0.112
H -11.158 1.785 2.686  0.108
H -18.731 0.100 3.861  0.132
H -17.868 7.161 -0.152  0.108
H -8.599 2.944 1.446  0.117
H -19.044 8.467 0.240  0.108
H -7.798 3.430 -0.983  0.083
H -9.469 12.096 4.167  0.082
H -7.743 5.326 3.153  0.069
H -10.340 11.121 -1.258  0.077
H -6.991 10.441 4.851  0.123
H -6.130 -0.692 4.333  0.068
H -8.065 12.905 4.655  0.062
H -18.855 -0.149 2.079  0.132
H -10.661 -0.312 -1.505  0.108
H -9.136 5.460 4.062  0.058
H -9.151 7.182 2.032  0.091
H -10.640 9.434 -1.016  0.078
H -9.152 9.924 -1.861  0.082
H -8.633 11.739 5.770  0.071
H -11.889 3.275 2.239  0.114
H -9.920 -1.661 -2.221  0.116